Model a:
54
Properties=species:S:1:pos:R:3 method="wB97M-V/def2-TZVPD" smiles="C=CCNC(=O)NC(=O)COC(=O)/C(C#N)=C/c1cc(C)n(CC(C)C)c1C" homo_ha=-0.306 multiplicity=1 homo_lumo_gap_ev=7.99 lumo_ha=-0.0124
C -3.72586 2.89556 0.54345
H 5.01077 -2.82588 0.70891
H -7.38842 -2.12309 0.61766
C 1.98784 -1.53674 0.72879
C 0.27933 0.28122 0.77992
H -6.88272 0.66920 -0.28421
C -0.48332 1.24066 0.17714
C 2.63677 0.41315 -0.21421
C -5.62764 -0.38195 0.90897
C -7.67666 -1.70809 -1.46817
H 5.38796 -1.17483 -1.17568
C 2.76981 1.82462 -0.65243
H 3.50626 -3.74241 0.64083
H 4.82252 0.39620 -1.75996
H 1.38955 -2.28716 1.20515
H -7.47063 -3.20497 -2.92445
O -5.84060 2.25066 -0.39102
N -6.75702 -0.20710 0.21265
H 7.88572 1.34381 0.03823
N 3.64343 -0.48963 -0.31115
O -5.29687 -1.38224 1.50010
H 2.11062 2.45599 -0.06155
C -7.68499 -1.29241 -0.02598
C 4.94606 -0.22503 -0.86809
C -1.77036 1.58337 0.79010
C 1.56189 -0.20701 0.43170
H -7.85078 -0.90811 -2.17621
O -2.14701 1.17746 1.87114
N -4.77495 0.75618 0.95783
H -3.62536 3.07721 1.62107
H 3.78776 2.18792 -0.54304
H 7.68306 -0.06827 -0.99740
H 5.29094 -0.64851 1.85074
O -2.49742 2.41118 0.02151
H -7.28392 -3.74591 -1.18510
C 3.24487 -1.69400 0.23375
C -7.46589 -2.94294 -1.88006
H 4.27899 -3.21222 -0.85278
C 5.90802 0.48052 0.10858
N 0.01313 2.28048 -2.10130
C 4.06613 -2.93347 0.18004
H 5.44048 1.40626 0.45787
H -0.18941 -0.20544 1.62953
H -3.92729 3.82751 0.01239
H -3.95033 0.61638 1.54454
H 6.83870 0.17163 2.02691
H -8.69126 -0.95778 0.25554
C 6.20823 -0.37869 1.33252
H 6.73660 -1.28532 1.04451
H 2.47440 1.93722 -1.69694
H 6.99491 1.48446 -1.47638
C -0.19398 1.83289 -1.06414
C -4.89902 1.93473 0.30758
C 7.19692 0.83276 -0.62940

***

Model b:
54
Properties=species:S:1:pos:R:3 method="wB97M-V/def2-TZVPD" smiles="C[C@H](NC(=O)c1nc[nH]c1C(=O)N[C@@H](C)c1ccccc1)C(=O)OC(C)(C)C" homo_ha=-0.323 multiplicity=1 homo_lumo_gap_ev=9.42 lumo_ha=0.0236
O 1.15263 3.33617 0.37606
H 2.94396 -2.53335 -1.11501
H -1.46192 1.70850 2.74165
C -2.34130 -3.33156 -3.09842
C -2.50293 5.33218 1.23123
C -0.60198 2.27073 2.35661
O -1.25050 -0.56802 -0.14708
H 2.83701 -5.58857 -0.62130
N 0.69980 0.38968 -3.00816
H -2.39638 -2.51354 -1.09355
H 2.25396 -2.02060 0.42454
N 1.47400 2.20678 -2.05684
H -3.12197 -2.66504 -3.45435
H -0.28535 6.86660 3.25468
H 0.24723 -5.12657 0.98943
H 0.46778 4.56383 3.54805
H 2.03500 1.64609 -4.04246
C -2.08131 4.02764 1.40167
C -0.74181 -0.56356 -1.26529
H 1.46929 2.54727 2.88336
C -1.65653 -2.74155 -1.87284
O 0.46421 -3.21235 -0.97316
C 2.62595 -2.87602 -0.13362
H 3.47807 -3.29992 0.38909
H 1.96641 3.06844 -1.86740
C -0.69842 -3.77342 -1.24493
H 2.30917 -4.77075 -2.09838
H -0.43265 -1.45093 -3.03539
C 0.64841 1.63030 -1.13647
C 1.47050 1.42982 -3.15750
H -2.18492 7.38205 1.76708
C 1.02387 -4.37406 1.09597
H -0.77800 0.85343 0.74673
C 0.50790 2.31632 0.17195
O -1.01987 -4.91464 -1.03973
C -0.79558 6.06968 2.73308
C 1.52132 -3.92302 -0.27553
H 0.38911 2.34077 4.27881
C -1.85947 6.36047 1.89918
N -0.34076 1.73593 1.02560
H -3.33479 5.54764 0.57602
H -1.61738 -3.48549 -3.89601
C -1.00901 3.72644 2.23631
C 1.99545 -5.10884 -1.11291
H 1.19425 -5.83394 -1.22758
H -2.58334 3.22661 0.87654
H 1.84828 -4.79584 1.66393
H -2.77894 -4.29069 -2.83660
H 0.61666 -3.52416 1.63960
H 0.82110 0.95059 3.27774
C -0.37119 4.76210 2.90128
N -0.98072 -1.51122 -2.18742
C 0.60086 2.01619 3.26375
C 0.16485 0.48542 -1.75203

***

Model c:
54
Properties=species:S:1:pos:R:3 method="wB97M-V/def2-TZVPD" smiles="COC(=O)[C@@H]1CCCN1Cc1c(C(=O)N2CCOCC2)nc2c(C)cccn12" homo_ha=-0.296 multiplicity=1 homo_lumo_gap_ev=8.73 lumo_ha=0.0253
H -5.35387 1.34714 -0.26252
C -4.54329 0.71748 -0.66177
C -3.72160 -1.92352 0.25354
C 1.26498 -1.01318 -1.79852
H 2.62793 -3.31270 -1.85377
H -5.71817 -1.14683 0.68640
H 1.62693 -0.69910 -2.78467
C 2.63143 3.11147 -1.13527
O 2.45197 0.36163 1.29127
O -1.19442 -2.10704 -0.57572
C 3.23552 -2.43777 -1.56458
N -0.86233 1.42591 0.02727
C 3.26926 -2.65967 0.82543
H -3.97140 0.41309 1.41670
C 0.21245 2.12345 -0.29442
C -1.58246 -0.97477 -0.30416
H -0.52176 3.89376 1.80468
H 4.60194 -3.77956 -0.51182
H 4.97460 -2.05372 -0.36456
N -2.82890 -0.78010 0.18394
H 2.96924 1.12879 -1.90926
C 0.37172 0.14041 2.94808
C -0.67200 0.17627 -0.47628
H 2.93855 -3.63369 1.18233
H -1.44192 4.20287 0.34202
C 2.31091 1.82093 -1.41210
H -2.75359 1.27905 0.44618
C 4.16968 -2.78588 -0.41186
H 3.78763 -2.15362 1.63888
N 2.42146 -1.38158 -0.99757
N 1.10545 1.34771 -1.01608
H 3.76391 -2.07168 -2.44712
C 0.52602 3.46582 0.00513
H 0.56524 -1.85298 -1.92389
H -0.11135 -0.34066 3.79542
C 1.73246 3.94101 -0.43083
O 0.75996 -0.89563 2.05546
H 1.24841 0.70673 3.26919
H -4.09775 1.21986 -1.52367
C 2.05804 -1.83496 0.33998
H -0.14729 5.32089 0.82433
H -5.66186 -2.33688 -0.63444
C 0.55051 0.10832 -1.13351
H 3.58733 3.50231 -1.44325
H -3.31971 -2.68806 -0.41550
C -3.48901 0.47597 0.43423
H 1.14423 -2.44989 0.32395
H -0.32755 0.81023 2.44178
H -3.73949 -2.32690 1.27351
H 2.01532 4.96132 -0.22038
C 1.79923 -0.64965 1.25051
C -5.13483 -1.49723 -0.17860
C -0.45239 4.27865 0.78813
O -5.07541 -0.49381 -1.16225

***

Most stable structure - model b; separation to the second - 204.5 kJ/mol.

***

Model a:
9
Properties=species:S:1:pos:R:3 method="wB97M-V/def2-TZVPD" homo_ha=-0.278 multiplicity=1 homo_lumo_gap_ev=5.92 lumo_ha=-0.0603
H -0.22477 -1.50160 0.02817
H -0.18289 0.04397 -1.74427
H -1.75393 1.09698 -1.26360
H -1.88648 -0.99144 0.62660
C -0.89924 0.38308 -0.99470
O 1.65392 0.21349 0.90338
C -0.92626 -0.68862 0.06490
H -0.12265 0.41653 0.13561
H 1.89233 1.06087 0.56926

***

Model b:
9
Properties=species:S:1:pos:R:3 method="wB97M-V/def2-TZVPD" smiles=CCO homo_ha=-0.378 multiplicity=1 homo_lumo_gap_ev=11.40 lumo_ha=0.0405
H -1.08112 -0.59409 -0.95037
O -0.18605 -1.49229 0.56528
H 0.59980 -1.49164 1.11978
H -0.89206 1.58769 -0.16590
C -0.11590 -0.50921 -0.49301
H 0.67280 -0.79069 -1.26604
H 0.05232 0.93133 1.28013
H 0.94596 1.39961 -0.20939
C 0.00425 0.95928 0.11951

***

Most stable structure - model b; separation to the second - 533.1 kJ/mol.